## i
Density functional theory data (ωB97M-V/def2-TZVPD) for a 2-piece molecular cluster, C4H13NO overall.

The orbital gap is 9.49 eV. As for the SMILES: CCN(C)C.O.

Geometry as ORCA input:
```
! wB97M-V def2-TZVPD RIJCOSX def2/J DEFGRID3
* xyz 0 1
C 1.138 1.501 0.052
C 0.584 0.436 -0.829
N -0.538 -0.459 -0.323
C -1.410 -0.104 0.840
C -1.342 -0.783 -1.561
H 2.116 1.774 -0.271
H 0.575 2.428 -0.203
H 1.003 1.478 1.131
H 1.423 -0.232 -0.954
H 0.341 0.992 -1.812
H -2.131 0.708 0.580
H -0.861 0.319 1.688
H -1.900 -0.980 1.090
H -2.367 -1.204 -1.281
H -1.618 0.123 -2.267
H -0.740 -1.471 -2.096
H 1.168 -1.634 1.770
H 2.621 -1.187 2.050
O 1.938 -1.704 2.394
*
```

Atomic partial charges in e from the Löwdin method, atoms 1 to 4:
1 C -0.125
2 C -0.275
3 N -0.245
4 C -0.099

## ii
Density functional theory data (ωB97M-V/def2-TZVPD) for a 2-piece molecular cluster, C4H13NO overall.

The orbital gap is 10.26 eV. As for the SMILES: CCC.NCO.

Geometry as ORCA input:
```
! wB97M-V def2-TZVPD RIJCOSX def2/J DEFGRID3
* xyz 0 1
C -2.453 -1.098 -3.877
C -1.481 -0.128 -3.038
C -0.063 -0.242 -3.691
H -2.258 -2.054 -3.331
H -3.481 -0.799 -4.041
H -2.010 -1.394 -4.909
H -1.542 0.930 -3.485
H -1.409 0.044 -1.879
H 0.447 -1.179 -3.313
H 0.561 0.512 -3.518
H -0.203 -0.378 -4.794
N 0.675 -0.352 4.182
C 1.249 0.991 3.911
O 1.963 0.862 2.672
H 0.694 -0.841 3.269
H 1.519 -0.877 4.634
H 1.933 1.407 4.849
H 0.360 1.722 4.072
H 1.444 1.340 1.969
*
```

Atomic partial charges in e from the Löwdin method, atoms 1 to 4:
1 C -0.120
2 C -0.288
3 C -0.170
4 H 0.067

## iii
Density functional theory data (ωB97M-V/def2-TZVPD) for a 2-piece molecular cluster, C4H13NO overall.

The orbital gap is 9.95 eV. As for the SMILES: CCCCN.O.

Geometry as ORCA input:
```
! wB97M-V def2-TZVPD RIJCOSX def2/J DEFGRID3
* xyz 0 1
C -0.385 -0.357 -0.512
C -0.468 0.966 0.269
C 0.666 1.128 1.277
C 2.090 0.859 0.795
N 2.446 1.463 -0.498
H -1.174 -0.452 -1.242
H 0.544 -0.438 -1.089
H -0.351 -1.187 0.196
H -1.405 0.871 0.818
H -0.552 1.809 -0.415
H 0.425 0.426 2.085
H 0.541 2.102 1.760
H 2.817 1.207 1.519
H 2.188 -0.222 0.741
H 2.278 0.810 -1.249
H 1.904 2.298 -0.680
H -3.291 -4.139 -0.855
H -4.177 -3.515 -1.937
O -4.095 -3.630 -0.985
*
```

Atomic partial charges in e from the Löwdin method, atoms 1 to 4:
1 C -0.113
2 C -0.267
3 C -0.231
4 C -0.286

Energy comparison, zero being the most stable, in eV: i 1.418; ii 2.490; iii 0.000.

## i
Density functional theory data (ωB97M-V/def2-TZVPD) for a 2-piece molecular cluster, C4H13NO overall.

The orbital gap is 10.21 eV. As for the SMILES: CCNC.CO.

Geometry as ORCA input:
```
! wB97M-V def2-TZVPD RIJCOSX def2/J DEFGRID3
* xyz 0 1
C -0.923 0.453 0.044
C 0.470 -0.324 -1.892
C -2.194 0.733 -0.752
N -0.047 -0.623 -0.566
H -0.558 -1.501 -0.584
H -1.182 0.088 1.041
H -0.322 1.362 0.141
H 0.995 0.630 -1.845
H 1.187 -1.097 -2.174
H -0.304 -0.266 -2.667
H -1.965 1.120 -1.745
H -2.797 1.474 -0.230
H -2.783 -0.180 -0.864
C 1.786 -0.285 2.379
O 2.133 -0.173 1.032
H 1.383 -0.479 0.413
H 1.049 0.475 2.676
H 2.691 -0.130 2.970
H 1.382 -1.278 2.622
*
```

Atomic partial charges in e from the Löwdin method, atoms 1 to 4:
1 C -0.254
2 C -0.127
3 C -0.103
4 N -0.164

## ii
Density functional theory data (ωB97M-V/def2-TZVPD) for a 3-piece molecular cluster, C4H13NO overall.

The orbital gap is 6.77 eV.

Geometry as ORCA input:
```
! wB97M-V def2-TZVPD RIJCOSX def2/J DEFGRID3
* xyz 0 1
C 1.929 -1.338 -0.680
C 1.513 -0.667 0.695
N 0.352 0.266 0.688
C -0.995 -0.370 0.581
C -2.034 0.814 0.795
H 2.894 -1.878 -0.543
H 1.132 -2.101 -0.906
H 1.923 -0.510 -1.529
H 2.360 -0.042 1.093
H 1.369 -1.381 1.500
H -1.524 -0.908 -1.320
H -1.075 -1.387 1.066
H -1.164 -0.635 -0.535
H -3.160 0.468 0.708
H -1.885 1.479 -0.067
H -1.847 1.421 1.660
H -0.631 0.763 -2.184
H 0.055 0.737 -0.315
O -0.424 1.435 -1.474
*
```

Atomic partial charges in e from the Löwdin method, atoms 1 to 4:
1 C -0.090
2 C -0.265
3 N -0.016
4 C -0.256

Energy comparison, zero being the most stable, in eV: i 0.000; ii 6.104.

## i
Density functional theory data (ωB97M-V/def2-TZVPD) for one molecule with the formula C3H4O2S2.

The orbital gap is 8.32 eV. As for the SMILES: COC(=S)C(=O)S.

Geometry as ORCA input:
```
! wB97M-V def2-TZVPD RIJCOSX def2/J DEFGRID3
* xyz 0 1
C 0.487 0.348 1.536
C -0.945 -0.583 -0.233
C 0.363 -0.468 -1.017
H 1.227 -0.461 1.468
H 0.800 1.190 0.920
H 0.226 0.527 2.544
H -0.596 1.237 -2.203
O -0.831 -0.197 1.024
O 1.397 -0.920 -0.600
S -2.383 -0.976 -0.813
S 0.254 0.303 -2.625
*
```

Atomic partial charges in e from the Löwdin method, atoms 1 to 4:
1 C 0.021
2 C -0.900
3 C -0.785
4 H 0.091

## ii
Density functional theory data (ωB97M-V/def2-TZVPD) for C3H4O2S2 as an isolated structure.

The orbital gap is 8.01 eV.

Geometry as ORCA input:
```
! wB97M-V def2-TZVPD RIJCOSX def2/J DEFGRID3
* xyz 0 1
C 1.655 3.310 -2.029
C 0.739 1.128 -0.033
C -0.976 -0.690 0.754
O 1.084 4.152 -2.642
O 0.118 3.726 0.368
S 1.257 2.891 -0.115
S -0.762 1.125 0.707
H 2.393 2.531 -2.359
H -1.292 -0.898 1.815
H -0.008 -1.224 0.822
H -1.265 -1.136 -0.213
*
```

Atomic partial charges in e from the Löwdin method, atoms 1 to 4:
1 C -0.315
2 C -0.601
3 C -0.397
4 O 0.072

## iii
Density functional theory data (ωB97M-V/def2-TZVPD) for C3H4O2S2 as an isolated structure.

The orbital gap is 8.12 eV.

Geometry as ORCA input:
```
! wB97M-V def2-TZVPD RIJCOSX def2/J DEFGRID3
* xyz 0 1
C -2.652 1.370 -0.033
C 0.261 0.320 0.590
C 2.603 -0.684 -0.108
O -3.422 0.900 -0.780
O -1.927 -1.083 -0.147
S -1.519 0.024 0.673
S 0.772 -1.103 -0.260
H -2.697 2.297 0.482
H 3.159 -1.527 0.295
H 2.489 0.234 0.350
H 2.934 -0.749 -1.063
*
```

Atomic partial charges in e from the Löwdin method, atoms 1 to 4:
1 C -0.336
2 C -0.545
3 C -0.301
4 O 0.072

Energy comparison, zero being the most stable, in eV: i 0.000; ii 3.502; iii 3.646.

## i
Density functional theory data (ωB97M-V/def2-TZVPD) for a 12-piece molecular cluster, C24H72O24 overall.

The orbital gap is 9.19 eV. As for the SMILES: OCCO.OCCO.OCCO.OCCO.OCCO.OCCO.OCCO.OCCO.OCCO.OCCO.OCCO.OCCO.

Geometry as ORCA input:
```
! wB97M-V def2-TZVPD RIJCOSX def2/J DEFGRID3
* xyz 0 1
C -1.767 -3.408 4.751
C -1.091 -1.967 4.592
O 0.205 -1.764 5.218
O -2.088 -3.684 6.014
H -1.078 -4.169 4.385
H -2.621 -3.452 4.075
H -1.695 -1.126 4.934
H -0.948 -1.742 3.535
H 0.005 -1.797 6.156
H -1.267 -3.946 6.437
C 3.222 1.601 -5.334
C 2.636 0.410 -4.585
O 3.683 -0.548 -4.640
O 4.348 2.227 -4.602
H 2.438 2.307 -5.604
H 3.703 1.452 -6.300
H 1.710 0.085 -5.060
H 2.481 0.549 -3.515
H 4.494 -0.074 -4.441
H 5.144 2.020 -5.098
C -5.116 1.933 -1.398
C -5.828 2.365 -2.626
O -5.698 1.469 -3.766
O -3.719 1.934 -1.549
H -5.368 0.898 -1.166
H -5.178 2.577 -0.521
H -5.490 3.339 -2.980
H -6.866 2.356 -2.293
H -6.272 1.801 -4.460
H -3.424 1.157 -1.068
C -0.996 5.153 1.566
C -0.695 3.604 1.599
O 0.655 3.268 1.608
O -1.196 5.766 2.818
H -1.958 5.270 1.066
H -0.141 5.612 1.071
H -1.057 3.092 0.708
H -1.328 3.118 2.342
H 0.721 2.701 2.380
H -1.238 6.703 2.613
C 0.615 1.678 6.083
C 0.183 1.789 4.574
O 0.662 0.673 3.865
O 1.993 1.957 6.363
H 0.321 0.677 6.397
H 0.036 2.334 6.734
H 0.620 2.642 4.055
H -0.896 1.813 4.422
H 0.682 -0.150 4.360
H 2.057 2.902 6.206
C 0.550 0.006 0.538
C 0.125 0.211 -0.968
O -0.505 -0.968 -1.436
O -0.557 0.069 1.382
H 1.327 0.738 0.758
H 1.034 -0.970 0.568
H 1.039 0.339 -1.548
H -0.556 1.057 -1.058
H -1.113 -1.241 -0.745
H -0.203 0.207 2.264
C -2.196 3.744 -3.952
C -0.930 2.891 -3.898
O 0.228 3.731 -3.574
O -2.429 4.254 -2.612
H -2.938 2.995 -4.225
H -2.205 4.589 -4.642
H -0.816 2.468 -4.896
H -1.099 1.998 -3.297
H 0.326 3.785 -2.620
H -2.965 3.627 -2.122
C -0.178 -6.451 -1.149
C -0.558 -5.076 -1.410
O 0.515 -4.352 -1.877
O -0.289 -7.063 -2.382
H -0.861 -6.911 -0.435
H 0.827 -6.536 -0.734
H -0.931 -4.510 -0.556
H -1.398 -4.976 -2.097
H 0.208 -3.444 -1.929
H 0.155 -7.911 -2.304
C 4.583 -1.925 -1.975
C 4.293 -2.800 -0.724
O 2.934 -2.672 -0.406
O 4.108 -2.655 -3.073
H 5.623 -1.704 -2.214
H 3.950 -1.040 -1.911
H 4.838 -2.321 0.090
H 4.727 -3.778 -0.932
H 2.482 -3.123 -1.123
H 3.622 -2.041 -3.629
C 3.007 4.438 -2.013
C 2.409 3.174 -1.344
O 1.111 3.452 -0.930
O 3.405 5.423 -0.998
H 2.369 4.792 -2.823
H 3.935 4.119 -2.487
H 2.877 2.977 -0.379
H 2.328 2.381 -2.087
H 1.014 3.559 0.019
H 3.167 6.267 -1.389
C 2.339 -4.089 2.665
C 1.209 -4.551 1.745
O 0.099 -4.993 2.512
O 3.120 -5.068 3.149
H 2.024 -3.306 3.355
H 2.944 -3.545 1.940
H 1.529 -5.388 1.125
H 0.956 -3.732 1.072
H 0.320 -5.886 2.785
H 3.800 -4.614 3.652
C -3.935 -1.596 0.137
C -3.975 -0.594 1.302
O -3.219 0.588 0.965
O -2.694 -2.115 -0.140
H -4.352 -1.156 -0.769
H -4.598 -2.436 0.344
H -3.631 -0.982 2.260
H -4.989 -0.271 1.540
H -2.332 0.303 1.195
H -2.598 -2.796 0.529
*
```

Atomic partial charges in e from the Löwdin method, atoms 1 to 4:
1 C -0.277
2 C -0.171
3 O -0.094
4 O -0.024

## ii
Density functional theory data (ωB97M-V/def2-TZVPD) for a 12-piece molecular cluster, C24H72O24 overall.

The orbital gap is 9.06 eV. As for the SMILES: OCCO.OCCO.OCCO.OCCO.OCCO.OCCO.OCCO.OCCO.OCCO.OCCO.OCCO.OCCO.

Geometry as ORCA input:
```
! wB97M-V def2-TZVPD RIJCOSX def2/J DEFGRID3
* xyz 0 1
C -2.230 -5.309 -0.363
C -1.551 -3.949 -0.181
O -0.825 -3.984 1.034
O -1.249 -6.338 -0.443
H -2.923 -5.286 -1.207
H -2.798 -5.520 0.549
H -2.294 -3.159 -0.264
H -0.888 -3.834 -1.047
H -0.163 -4.696 1.000
H -1.604 -7.085 -0.930
C 0.035 -1.418 -3.991
C 1.552 -1.495 -3.814
O 2.103 -2.812 -3.710
O -0.433 -1.927 -5.218
H -0.308 -0.418 -3.734
H -0.337 -2.027 -3.151
H 1.830 -0.914 -2.936
H 2.067 -1.040 -4.671
H 1.896 -3.350 -4.478
H 0.075 -2.706 -5.452
C 2.199 -5.664 2.762
C 2.425 -4.264 3.309
O 2.551 -3.318 2.272
O 0.841 -5.780 2.333
H 2.370 -6.401 3.555
H 2.856 -5.880 1.917
H 3.334 -4.285 3.918
H 1.666 -4.012 4.055
H 1.684 -2.934 2.095
H 0.588 -6.679 2.110
C -1.504 5.522 -1.199
C -0.094 5.057 -0.836
O 0.758 5.065 -1.977
O -1.631 6.889 -1.595
H -2.156 5.421 -0.325
H -1.943 4.954 -2.018
H -0.027 4.066 -0.387
H 0.325 5.755 -0.099
H 0.720 5.908 -2.441
H -1.608 7.435 -0.803
C 3.322 5.373 0.769
C 2.979 4.088 1.523
O 3.146 4.275 2.907
O 4.710 5.613 0.645
H 2.788 6.172 1.301
H 2.841 5.401 -0.219
H 3.600 3.280 1.126
H 1.945 3.825 1.288
H 4.030 4.044 3.198
H 4.902 5.666 -0.292
C -1.043 0.491 3.819
C -1.140 1.391 5.030
O -1.039 2.758 4.648
O 0.276 0.484 3.294
H -1.731 0.820 3.033
H -1.308 -0.529 4.126
H -0.390 1.149 5.784
H -2.158 1.212 5.390
H -0.121 3.029 4.734
H 0.326 -0.071 2.504
C -0.833 -0.368 0.179
C -0.054 0.772 -0.425
O 0.980 0.304 -1.290
O -0.201 -1.224 1.116
H -1.074 -0.971 -0.700
H -1.736 0.017 0.662
H 0.428 1.437 0.309
H -0.667 1.476 -1.001
H 1.393 1.131 -1.610
H -0.479 -2.140 0.978
C 2.974 3.654 -4.060
C 2.210 2.534 -3.364
O 2.281 2.641 -1.947
O 4.334 3.655 -3.721
H 2.502 4.624 -3.863
H 2.911 3.492 -5.138
H 2.703 1.599 -3.629
H 1.186 2.497 -3.746
H 1.953 3.498 -1.632
H 4.463 3.644 -2.768
C -2.987 0.463 -3.531
C -4.482 0.675 -3.702
O -5.148 -0.522 -3.997
O -2.627 -0.267 -2.368
H -2.504 1.442 -3.430
H -2.504 0.058 -4.427
H -4.669 1.456 -4.453
H -4.925 1.129 -2.813
H -4.858 -0.953 -4.803
H -3.263 -0.993 -2.295
C -2.324 -4.801 3.947
C -1.515 -3.559 4.214
O -2.036 -2.827 5.316
O -2.507 -5.568 5.128
H -1.905 -5.447 3.179
H -3.338 -4.545 3.601
H -1.361 -2.955 3.313
H -0.482 -3.787 4.480
H -2.929 -2.516 5.128
H -2.780 -4.992 5.849
C 4.050 -0.535 -0.692
C 3.582 -1.992 -0.607
O 4.058 -2.682 -1.741
O 5.468 -0.347 -0.620
H 3.655 0.078 0.119
H 3.713 -0.139 -1.659
H 2.489 -1.968 -0.580
H 3.947 -2.467 0.301
H 3.438 -2.584 -2.478
H 5.785 -0.820 -1.404
C -3.212 2.571 0.615
C -4.205 1.479 0.389
O -4.406 0.725 1.562
O -3.745 3.682 1.349
H -2.799 2.973 -0.323
H -2.304 2.225 1.122
H -3.810 0.882 -0.436
H -5.142 1.888 -0.006
H -4.893 1.225 2.222
H -3.044 3.984 1.934
*
```

Atomic partial charges in e from the Löwdin method, atoms 1 to 4:
1 C -0.232
2 C -0.222
3 O -0.088
4 O -0.058

Energy comparison, zero being the most stable, in eV: i 2.445; ii 0.000.

## i
Density functional theory data (ωB97M-V/def2-TZVPD) for one molecule with the formula C4H6S.

The orbital gap is 9.99 eV. As for the SMILES: CC#CCS.

Geometry as ORCA input:
```
! wB97M-V def2-TZVPD RIJCOSX def2/J DEFGRID3
* xyz 0 1
C 2.238 -0.476 -0.139
C 0.838 0.005 -0.081
C -0.255 0.438 0.049
C -1.645 0.805 -0.078
H 2.315 -1.558 -0.034
H 2.810 -0.153 -1.034
H 2.734 -0.056 0.776
H -1.807 1.347 -1.014
H -1.977 1.441 0.779
H -2.443 -1.237 0.940
S -2.808 -0.555 -0.164
*
```

Atomic partial charges in e from the Löwdin method, atoms 1 to 4:
1 C -0.102
2 C -0.086
3 C -0.144
4 C -0.612

## ii
Density functional theory data (ωB97M-V/def2-TZVPD) for one molecule with the formula C4H6S.

The orbital gap is 8.10 eV. As for the SMILES: C=CC(C)=S.

Geometry as ORCA input:
```
! wB97M-V def2-TZVPD RIJCOSX def2/J DEFGRID3
* xyz 0 1
C 0.764 1.221 -0.038
C 0.983 -0.242 -0.191
C -0.280 -0.979 -0.324
C -1.496 -0.752 0.217
H 1.194 1.927 -0.784
H 1.064 1.378 0.987
H -0.347 1.383 -0.178
H -0.303 -1.851 -0.843
H -1.804 0.272 0.544
H -2.222 -1.536 0.500
S 2.446 -0.820 0.111
*
```

Atomic partial charges in e from the Löwdin method, atoms 1 to 4:
1 C -0.155
2 C -0.861
3 C -0.206
4 C 0.037

Energy comparison, zero being the most stable, in eV: i 0.000; ii 0.254.

## i
Density functional theory data (ωB97M-V/def2-TZVPD) for one molecule with the formula C4H6S.

The orbital gap is 9.85 eV. As for the SMILES: C=C[C@@H]1CS1.

Geometry as ORCA input:
```
! wB97M-V def2-TZVPD RIJCOSX def2/J DEFGRID3
* xyz 0 1
C -0.887 -0.195 -1.686
C -0.004 0.447 -0.820
C 0.457 -0.467 0.317
C 0.405 0.230 1.705
H -1.172 0.584 -2.563
H -1.587 -1.142 -1.329
H 0.657 1.329 -1.426
H 0.079 -1.489 0.431
H 0.075 1.160 1.824
H -0.060 -0.416 2.499
S 2.037 -0.042 1.048
*
```

Atomic partial charges in e from the Löwdin method, atoms 1 to 4:
1 C -0.066
2 C -0.236
3 C -0.632
4 C -0.453

## ii
Density functional theory data (ωB97M-V/def2-TZVPD) for one molecule with the formula C4H6S.

The orbital gap is 7.92 eV. As for the SMILES: C=C(C)C=S.

Geometry as ORCA input:
```
! wB97M-V def2-TZVPD RIJCOSX def2/J DEFGRID3
* xyz 0 1
C -0.714 1.483 0.015
C -0.913 -0.020 0.029
C -2.079 -0.707 -0.017
C 0.273 -0.812 0.008
H -0.106 1.763 -0.928
H -0.117 1.748 0.943
H -1.706 1.876 -0.123
H -2.993 -0.075 0.003
H -2.304 -1.821 0.020
H -0.092 -1.855 -0.047
S 1.744 -0.081 -0.005
*
```

Atomic partial charges in e from the Löwdin method, atoms 1 to 4:
1 C -0.125
2 C -0.498
3 C 0.075
4 C -0.629

Energy comparison, zero being the most stable, in eV: i 1.565; ii 0.000.